Entry 1:
The following is a quantum chemistry calculation of a 10-piece molecular cluster, C17H54N4O10 overall, from the OMol25 dataset.

Values from the calculation:
**Structure (SMILES)**: NC(N)=O.NC(N)=O.CCO.CCO.CCO.CCO.CCO.CCO.CCO.CO
**Charge**: 0
**HOMO energy**: -8.9 eV
**LUMO**: 0.2 eV

Each line ends with the Löwdin charge.
Cartesian coordinates (Å):
C: -10.20276 -7.30823 18.97418  -0.074
C: -10.67907 -7.55990 17.57565  -0.296
O: -9.59623 -8.04666 16.80283  -0.099
H: -9.43148 -6.58374 19.00753  0.068
H: -9.96317 -8.21501 19.46221  0.042
H: -11.03567 -6.91667 19.53861  0.079
H: -10.99340 -6.61517 17.16028  0.111
H: -11.53089 -8.27151 17.52260  0.122
H: -9.85901 -7.95860 15.86594  0.117
C: -2.81204 -10.26214 23.57052  -0.067
C: -2.51652 -8.76323 23.50672  -0.387
O: -1.67196 -8.42804 22.50316  -0.045
H: -1.91026 -10.87152 23.81668  0.093
H: -3.40898 -10.57494 22.69429  0.037
H: -3.46494 -10.55312 24.40156  0.073
H: -2.11212 -8.48077 24.47425  0.107
H: -3.43374 -8.23165 23.45269  0.084
H: -1.92576 -7.52092 22.22708  0.104
C: -12.24018 -9.12879 21.36735  -0.084
C: -12.16169 -10.10181 20.25912  -0.343
O: -13.51705 -10.43014 19.95275  -0.077
H: -12.65059 -8.20548 20.96586  0.076
H: -11.11951 -8.84559 21.62130  0.097
H: -12.58553 -9.49271 22.29560  0.063
H: -11.70638 -11.05361 20.59418  0.105
H: -11.62909 -9.77580 19.37685  0.085
H: -13.52344 -10.96762 19.15238  0.081
C: -7.30397 -6.51424 21.35997  -0.085
C: -7.82686 -7.12425 22.60990  -0.320
O: -6.90596 -8.03065 23.12148  -0.060
H: -7.41165 -7.20761 20.54071  0.045
H: -6.27955 -6.15444 21.28862  0.087
H: -7.89077 -5.64285 21.16180  0.075
H: -8.85390 -7.55933 22.41935  0.124
H: -7.95421 -6.32150 23.36686  0.124
H: -7.15496 -8.21697 24.01242  0.092
C: -8.36447 -10.89149 21.35916  -0.037
C: -7.17729 -10.15920 20.68488  -0.332
O: -6.14720 -10.33047 21.51174  -0.078
H: -9.17714 -10.86473 20.70799  0.004
H: -8.76303 -10.49511 22.31895  0.091
H: -8.19918 -11.98090 21.39369  0.077
H: -7.40353 -9.18871 20.50855  0.056
H: -6.95096 -10.56850 19.71147  0.090
H: -6.20402 -9.58871 22.06529  0.035
C: -9.60805 -12.69816 18.67203  -0.087
C: -9.46197 -11.70508 17.58472  -0.346
O: -8.94262 -10.52107 18.09710  -0.077
H: -8.62666 -12.91449 19.05557  0.050
H: -10.07523 -13.65951 18.26210  0.114
H: -10.33722 -12.40114 19.41305  0.050
H: -10.43849 -11.52416 17.21505  0.100
H: -8.85440 -12.13842 16.73558  0.123
H: -9.04182 -9.80986 17.48744  0.036
C: -5.78231 -8.85874 17.40298  -0.073
C: -6.55710 -8.64318 16.11362  -0.343
O: -5.62203 -8.28591 15.16217  -0.051
H: -5.13170 -8.02794 17.51381  0.062
H: -5.14391 -9.70983 17.44654  0.070
H: -6.46231 -8.94423 18.18892  0.030
H: -7.20236 -7.74820 16.28666  0.110
H: -7.13690 -9.58198 15.86300  0.113
H: -6.20286 -7.75431 14.61903  0.080
C: -5.99570 -12.45032 16.44242  -0.727
O: -6.62900 -11.92656 15.42525  -0.063
N: -6.37264 -12.24552 17.68572  0.137
N: -4.85299 -12.96212 16.43560  0.174
H: -7.18920 -11.64821 17.82355  0.055
H: -5.79569 -12.60616 18.56446  0.059
H: -4.51009 -13.11108 15.50154  0.127
H: -4.22512 -12.64495 17.16797  0.129
C: -4.05166 -13.17508 20.22240  -0.568
O: -2.89224 -13.94069 19.94819  -0.143
N: -3.92247 -11.97968 20.69528  0.151
N: -5.31562 -13.36322 19.80030  0.091
H: -2.95333 -11.74813 21.04302  0.145
H: -4.79112 -11.47029 21.05529  0.101
H: -5.40937 -14.26651 19.21578  0.181
H: -6.08955 -13.15240 20.42448  0.122
C: -4.30188 -8.26117 20.55135  -0.202
O: -3.38058 -7.33110 20.12580  -0.096
H: -5.21300 -8.10657 19.91252  0.070
H: -4.56034 -8.12964 21.59965  0.062
H: -3.99774 -9.31121 20.37429  0.082
H: -3.34335 -7.40733 19.15544  0.094



Entry 2:
The following is a quantum chemistry calculation of C35H32N2O4PPdSSi as an isolated structure, from the OMol25 dataset.

Values from the calculation:
**Charge**: -1
**HOMO energy**: -3.4 eV
**LUMO**: 2.6 eV

Each line ends with the Löwdin charge.
Cartesian coordinates (Å):
Pd: 0.01656 0.14419 -0.79713  0.336
O: -1.82942 1.93848 -0.46621  -0.121
C: -2.47957 2.58730 -1.32986  -0.425
C: -3.40316 3.61829 -0.92341  -0.040
C: -4.17084 4.32752 -1.80670  -0.136
C: -4.09085 4.08554 -3.18905  -0.152
C: -3.20056 3.12833 -3.62431  -0.094
C: -2.37934 2.39559 -2.75346  -0.105
C: -1.43437 1.45174 -3.33620  -0.274
N: -0.91088 0.34948 -2.82060  0.011
C: -0.14539 -0.23663 -3.80933  -0.159
C: -0.18351 0.52040 -4.93482  -0.109
N: -0.99924 1.58690 -4.62353  0.086
H: -3.46753 3.79731 0.14370  0.097
H: -4.85814 5.07985 -1.43185  0.086
H: -4.72092 4.61602 -3.89098  0.075
H: -3.16741 2.91015 -4.68868  0.091
H: 0.39255 -1.15074 -3.61818  0.084
H: 0.28253 0.40975 -5.89768  0.093
H: -1.20250 2.37594 -5.20792  0.135
O: -0.94001 -2.82390 -0.52110  -0.430
S: 0.57940 -3.22178 -0.48997  0.872
O: 0.82848 -2.44261 0.96848  -0.344
O: 1.31027 -2.53447 -1.52204  -0.417
C: 2.10440 -2.16960 1.43063  -0.329
C: 2.75588 -3.20189 2.09491  -0.025
C: 3.96091 -2.96994 2.73033  -0.089
C: 4.49133 -1.68791 2.71910  -0.089
C: 3.83273 -0.67345 2.04415  -0.078
C: 2.64190 -0.88314 1.34435  -0.240
P: 1.78940 0.46088 0.36103  0.940
C: 3.23365 1.03535 -0.66775  -0.325
C: 3.14432 0.79995 -2.03751  -0.097
C: 4.15860 1.17886 -2.90643  -0.089
C: 5.28870 1.81999 -2.42016  -0.108
C: 5.38633 2.08306 -1.06084  -0.098
C: 4.36968 1.69496 -0.19849  -0.115
C: 1.76722 1.75325 1.67821  -0.342
C: 2.00081 3.09834 1.40136  -0.096
C: 1.83411 4.06731 2.38184  -0.093
C: 1.42303 3.70932 3.65702  -0.109
C: 1.16801 2.37377 3.94140  -0.095
C: 1.33421 1.40884 2.95996  -0.098
H: 2.28581 -4.17732 2.12251  0.114
H: 4.46645 -3.77497 3.24836  0.098
H: 5.41754 -1.47699 3.23959  0.097
H: 4.24941 0.32144 2.07298  0.090
H: 2.25336 0.30517 -2.40997  0.061
H: 4.05736 0.97852 -3.96624  0.097
H: 6.08094 2.12477 -3.09326  0.092
H: 6.25338 2.60138 -0.66823  0.095
H: 4.45590 1.96088 0.84676  0.089
H: 2.29798 3.39600 0.40317  0.106
H: 2.01491 5.10814 2.14191  0.096
H: 1.28919 4.46577 4.42050  0.091
H: 0.83059 2.08266 4.92891  0.096
H: 1.11914 0.37092 3.18988  0.101
C: -3.27076 -1.22391 -0.90822  -0.145
Si: -2.14875 -1.98124 0.34687  0.464
C: -1.70944 -0.82894 1.72508  -0.160
C: -3.00949 -3.45654 1.15780  -0.220
C: -4.35235 -3.76184 0.93830  -0.092
C: -4.96170 -4.84510 1.56375  -0.100
C: -4.23223 -5.64719 2.42703  -0.110
C: -2.89341 -5.36147 2.66264  -0.097
C: -2.29508 -4.27813 2.03536  -0.092
H: -4.13173 -0.77926 -0.40010  0.048
H: -3.62407 -1.96465 -1.62926  0.042
H: -2.75595 -0.42458 -1.44065  0.000
H: -2.66028 -0.61645 2.22888  0.048
H: -1.29356 0.11630 1.36785  0.001
H: -1.03463 -1.29312 2.44534  0.030
H: -4.93619 -3.14582 0.26320  0.092
H: -6.00639 -5.06197 1.37489  0.095
H: -4.70304 -6.49176 2.91550  0.093
H: -2.31730 -5.98417 3.33682  0.096
H: -1.24699 -4.06711 2.22975  0.098



Ordered gap between HOMO and LUMO results: 9.1154; 5.9619; unit eV.